Entry 1:
# C32H65CdClN3O7S2SbSi7

A molecular structure, C32H65CdClN3O7S2SbSi7 (ωB97M-V/def2-TZVPD, OMol25).

Values from the calculation:
- Kohn-Sham gap (hartree) = 0.24186
- LUMO (eV) = 4.24
- maximum force (eV Å⁻¹) = 0.655
- ΔE to the lowest compared entry with this formula, charge and spin (kcal/mol) = 28.1
- electronic energy (eV) = -153482.2726

The geometry in ORCA input format:
```
! RIJCOSX wB97M-V def2-TZVPD def2/J DEFGRID3
* xyz -2 1
Cd 0.45640 0.34436 -0.12042
O 1.10879 -1.87388 3.21060
C 1.01708 -0.69472 2.89252
N -0.05582 -0.12223 2.29223
C -1.29316 -0.45320 2.65728
O -1.67772 -0.81164 3.77198
C -2.35545 -0.34580 1.57150
C -3.69118 -0.43987 1.94586
C -4.65928 -0.47726 0.95967
C -4.26338 -0.41518 -0.36746
C -2.91335 -0.28476 -0.64920
N -1.97906 -0.25222 0.29822
C 2.21610 0.18846 3.11047
C 3.17716 -0.23278 4.02203
C 4.30476 0.54828 4.19477
C 4.43429 1.70301 3.44224
C 3.41861 2.03264 2.56013
N 2.31964 1.30648 2.40257
H -3.92190 -0.51041 2.99859
H -5.70706 -0.56262 1.22027
H -4.98068 -0.44906 -1.17630
H -2.55719 -0.20507 -1.66707
H 3.02952 -1.16687 4.54231
H 5.08106 0.25182 4.88987
H 5.31864 2.32184 3.50438
H 3.49893 2.91274 1.94129
O 1.28848 -1.55696 -2.49088
Cl 0.59574 -0.53737 -3.24376
O 0.55890 -0.87022 -4.63881
O 1.24504 0.73392 -3.02930
O -0.76543 -0.45085 -2.72144
C -2.88986 -4.08626 1.77033
Si -1.06319 -4.44297 2.09596
C -0.71381 -3.92748 3.86022
C -0.93117 -6.32697 2.15361
Sb 0.16378 -3.06791 0.27698
Si -0.92432 -4.38662 -1.67706
C -1.62388 -6.09948 -1.28696
C 0.18990 -4.67856 -3.15589
C -2.42424 -3.41974 -2.27067
Si 2.37268 -4.38984 0.22174
C 3.39053 -3.91923 1.71908
C 2.08738 -6.25738 0.31975
C 3.33950 -4.13082 -1.35498
H -3.51800 -4.66669 2.45151
H -3.17971 -4.33000 0.74687
H -3.10553 -3.03003 1.92954
H -1.49825 -4.35990 4.48890
H -0.71116 -2.84787 3.97941
H 0.25239 -4.29980 4.20307
H -1.62346 -6.63561 2.94204
H 0.06227 -6.67457 2.42754
H -1.21700 -6.82293 1.23329
H -0.89950 -6.78966 -0.86060
H -1.97131 -6.51582 -2.23590
H -2.47579 -6.04331 -0.60991
H 0.99502 -5.37728 -2.92570
H 0.64036 -3.75954 -3.51896
H -0.42037 -5.11415 -3.95197
H -3.09073 -3.16117 -1.44607
H -2.98624 -4.02203 -2.98985
H -2.11431 -2.49448 -2.75309
H 2.79022 -3.92806 2.62972
H 3.78429 -2.90883 1.60178
H 4.22290 -4.61980 1.82784
H 1.79591 -6.57514 1.31834
H 3.03012 -6.75082 0.06840
H 1.32904 -6.60774 -0.37947
H 3.43628 -3.07608 -1.59850
H 2.87030 -4.63674 -2.19769
H 4.34108 -4.54782 -1.21285
C 6.37350 -0.69188 -2.59886
O 5.14674 -0.87632 -1.92107
C 4.88021 -0.13458 -0.81929
S 5.99682 0.99547 -0.27904
S 3.39603 -0.55751 -0.11760
H 6.34072 -1.39378 -3.43112
H 7.21982 -0.90954 -1.94371
H 6.47482 0.33289 -2.95990
C -3.69728 3.21039 -0.53764
Si -2.02256 3.49838 -1.38025
C -2.08253 5.35396 -1.77827
C -2.09325 2.61063 -3.04501
Si -0.10551 2.86232 -0.14980
Si -0.51879 3.86986 1.95382
C -2.11622 3.21374 2.71720
C -0.78624 5.73762 1.74602
C 0.67975 3.76916 3.39867
Si 1.56251 3.98457 -1.39698
C 3.24355 3.15893 -1.32368
C 1.10662 4.01232 -3.22939
C 1.82012 5.79747 -0.91304
H -4.46502 3.09594 -1.30729
H -3.96687 4.06880 0.07988
H -3.72437 2.32829 0.09744
H -2.95784 5.56751 -2.39856
H -1.19881 5.69542 -2.31153
H -2.16340 5.94958 -0.87111
H -3.13238 2.47827 -3.35834
H -1.61998 1.63122 -3.00958
H -1.57706 3.18485 -3.81341
H -2.96656 3.26210 2.04516
H -2.34990 3.80206 3.60906
H -1.99477 2.17583 3.02902
H -1.66618 5.96741 1.14941
H 0.06545 6.21698 1.26933
H -0.92245 6.18801 2.73291
H 0.87090 2.74246 3.69928
H 0.19675 4.29178 4.22962
H 1.64040 4.24823 3.20260
H 3.16400 2.07219 -1.37007
H 3.80944 3.39988 -0.42752
H 3.83462 3.48654 -2.18324
H 0.90330 3.00407 -3.58638
H 1.95057 4.40872 -3.80119
H 0.23699 4.63134 -3.43850
H 2.16846 5.89523 0.11613
H 0.90299 6.37950 -1.01045
H 2.57808 6.23743 -1.56670
*
```

Entry 2:
# C32H65CrN2OPS2Si

A molecular structure, C32H65CrN2OPS2Si in a non-equilibrium geometry (ωB97M-V/def2-TZVPD, OMol25).

Values from the calculation:
- Kohn-Sham gap (spin up / spin down) (hartree) = 0.20959 / 0.20907
- LUMO (spin up / spin down) (eV) = 2.29 / 2.28
- maximum force (eV Å⁻¹) = 1.750
- ΔE to the lowest compared entry with this formula, charge and spin (kcal/mol) = 20.6
- electronic energy (eV) = -106525.1538
- expectation value of S² = 0.760

The geometry in ORCA input format:
```
! RIJCOSX wB97M-V def2-TZVPD def2/J DEFGRID3
* xyz -1 2
Cr 0.77470 0.52730 -0.12360
C -1.99550 0.86530 1.45660
C -1.00610 1.20950 2.57650
N 0.34700 0.79500 2.21750
C 1.36010 1.65230 2.80820
C 1.42000 3.00190 2.09370
S 1.11080 2.84600 0.26200
C -0.65330 3.48530 0.21270
C -1.58120 2.45240 -0.41140
N -1.42280 1.12420 0.14960
H -2.22240 -0.20170 1.51780
H -2.93480 1.41520 1.62620
H -1.00060 2.28870 2.73940
H -1.34290 0.74440 3.51620
H 0.49610 -0.17510 2.48650
H 1.18100 1.80420 3.88940
H 2.32080 1.15960 2.67590
H 0.71830 3.73350 2.49050
H 2.42380 3.41310 2.16440
H -0.96260 3.77150 1.21420
H -0.61120 4.37450 -0.41510
H -2.62380 2.81020 -0.33790
H -1.30870 2.36170 -1.46630
H -1.82860 0.46280 -0.51210
C 0.44360 2.24360 -3.98580
C 0.40540 0.81670 -3.38910
C -0.76770 0.02930 -4.00970
O 0.30960 0.84570 -2.02950
H 0.59330 2.19420 -5.06290
H 1.25950 2.80840 -3.53870
H -0.48850 2.77090 -3.78290
H 1.33880 0.31820 -3.71020
H -1.67630 0.62450 -3.98190
H -0.92760 -0.87390 -3.42670
H -0.55250 -0.24080 -5.04170
C -3.33340 -4.49950 -1.05190
C -1.95410 -3.85120 -1.08130
C -1.53510 -3.60470 -2.52940
C -0.94920 -4.77090 -0.39800
P -2.02410 -2.10040 -0.28990
C -2.71320 -2.64880 1.34720
C -1.94320 -2.82260 2.49090
C -2.53910 -3.15680 3.69430
C -3.91140 -3.32990 3.77070
C -4.68960 -3.14510 2.63860
C -4.09480 -2.78940 1.44390
C -4.87420 -0.51740 -1.28990
C -5.79740 -1.51580 -1.92730
C -4.11080 0.34620 -2.26020
C -5.47450 0.20220 -0.11300
H -3.33160 -5.41570 -1.64410
H -4.07960 -3.82320 -1.46110
H -3.61410 -4.75940 -0.03360
H -1.43230 -4.54700 -3.06940
H -0.57920 -3.08280 -2.55680
H -2.27830 -2.99220 -3.04200
H -0.95180 -5.74250 -0.89600
H -1.20360 -4.91850 0.64960
H 0.04810 -4.34570 -0.45180
H -0.86960 -2.70260 2.41900
H -1.92830 -3.28580 4.57750
H -4.37250 -3.61080 4.70830
H -5.76270 -3.27860 2.69170
H -4.69130 -2.61790 0.56220
H -5.25930 -2.13410 -2.64660
H -6.63150 -1.03330 -2.46760
H -6.23800 -2.17050 -1.17430
H -4.28180 0.02590 -3.28880
H -3.03120 0.28920 -2.08420
H -4.39180 1.40440 -2.18440
H -5.71120 -0.49170 0.69600
H -6.41730 0.71770 -0.37270
H -4.79010 0.95330 0.27980
C 4.30660 1.30010 0.89720
Si 3.16110 -0.02700 -0.00430
C 4.05430 0.05220 -1.78640
C 3.45480 -0.99890 -2.71930
C 5.57610 -0.09880 -1.85250
C 3.70600 1.44160 -2.32580
C 3.76080 -1.66250 0.98470
C 5.25070 -1.72930 1.31910
C 2.99180 -1.71390 2.30430
C 3.38520 -2.90920 0.19200
H 5.35370 1.16940 0.64910
H 4.24280 1.25190 1.98180
H 4.02450 2.30570 0.59820
H 3.88540 -1.97660 -2.52070
H 3.65890 -0.75600 -3.76620
H 2.38020 -1.07110 -2.57580
H 5.88510 -1.10630 -1.58630
H 6.08260 0.59950 -1.19000
H 5.92790 0.09530 -2.86970
H 2.64420 1.63510 -2.20590
H 3.96140 1.53510 -3.38450
H 4.24620 2.21020 -1.77710
H 5.55490 -0.88290 1.92990
H 5.85460 -1.72720 0.41780
H 5.47610 -2.64530 1.87380
H 3.23380 -0.85630 2.93050
H 3.23810 -2.61720 2.86770
H 1.92330 -1.72310 2.10130
H 3.98430 -2.98300 -0.70970
H 2.33730 -2.86650 -0.09070
H 3.55180 -3.81620 0.77890
S -0.03090 -1.79710 0.13540
*
```

maximum force of number 2 (C32H65CrN2OPS2Si)? 1.750 eV Å⁻¹

The highest maximum force belongs to which entry? C32H65CrN2OPS2Si

Look up the electronic energy of the second one. -106525.1538 eV

Which of these has the lowest electronic energy? C32H65CdClN3O7S2SbSi7